# 1
The following is a DFT calculation (ωB97M-V/def2-TZVPD) of an isolated molecule of C17H17N3O3.

```
! RIJCOSX wB97M-V def2-TZVPD def2/J DEFGRID3
* xyz 0 1
O -7.63 -1.74 -1.46
C -6.99 -1.33 -0.53
O -7.28 -1.66 0.74
C -5.79 -0.42 -0.64
C -5.63 0.52 0.55
C -4.44 1.46 0.35
C -3.11 0.73 0.39
O -3.00 -0.45 0.62
N -2.06 1.57 0.15
C -0.69 1.29 0.11
C 0.18 2.35 -0.16
C 1.54 2.15 -0.23
C 2.07 0.87 -0.01
N 3.43 0.74 -0.14
N 3.96 -0.30 0.36
C 5.30 -0.51 0.11
C 5.96 0.01 -1.00
C 7.29 -0.31 -1.23
C 7.96 -1.15 -0.35
C 7.30 -1.67 0.75
C 5.98 -1.37 0.98
C 1.19 -0.19 0.26
C -0.17 0.01 0.31
H -8.03 -2.27 0.76
H -5.88 0.13 -1.58
H -4.91 -1.07 -0.71
H -5.47 -0.07 1.45
H -6.53 1.11 0.68
H -4.53 1.99 -0.60
H -4.43 2.21 1.15
H -2.28 2.54 -0.02
H -0.23 3.34 -0.32
H 2.21 2.96 -0.43
H 5.42 0.65 -1.68
H 7.80 0.09 -2.09
H 9.00 -1.40 -0.53
H 7.83 -2.32 1.43
H 5.45 -1.77 1.84
H 1.61 -1.17 0.41
H -0.84 -0.81 0.51
*
```

## Properties
Max |F| ... 0.05560 Eh/bohr
LUMO level ... -0.55 eV
HOMO ... -0.298 Eh
ΔE to the lowest compared entry with this formula, charge and spin ... 30.6 kcal/mol
Calculated total energy ... -1048.0095 Eh
Frontier orbital gap ... 7.57 eV

# 2
The following is a DFT calculation (ωB97M-V/def2-TZVPD) of an isolated molecule of C4H7NO.

```
! RIJCOSX wB97M-V def2-TZVPD def2/J DEFGRID3
* xyz 0 1
C 1.45 -0.43 0.91
C 0.32 -0.11 0.01
N 0.43 -0.59 -1.23
C -0.72 0.72 0.38
C -1.93 0.77 -0.30
O -2.18 0.42 -1.47
H 1.77 -1.51 1.00
H 2.33 0.16 0.60
H 1.23 -0.04 1.88
H 1.09 -1.34 -1.49
H -0.38 -0.48 -1.87
H -0.66 1.19 1.37
H -2.77 1.25 0.20
*
```

## Properties
Max |F| ... 0.05923 Eh/bohr
LUMO level ... 0.85 eV
HOMO ... -0.316 Eh
ΔE to the lowest compared entry with this formula, charge and spin ... 23.4 kcal/mol
Calculated total energy ... -286.5944 Eh
Frontier orbital gap ... 9.45 eV

# 3
The following is a DFT calculation (ωB97M-V/def2-TZVPD) of an isolated molecule of C4H6N2OS.

```
! RIJCOSX wB97M-V def2-TZVPD def2/J DEFGRID3
* xyz 0 1
C -1.65 1.42 3.16
N -1.67 1.34 1.87
N -0.73 0.41 1.42
C -0.54 0.55 0.15
C 0.33 -0.42 -0.53
O 1.10 -1.14 0.01
S 0.17 -0.31 -2.28
C 1.62 -1.39 -2.62
H -0.98 0.84 3.83
H -2.33 2.15 3.55
H -1.03 1.32 -0.54
H 1.51 -2.39 -2.09
H 1.70 -1.45 -3.74
H 2.49 -0.92 -2.20
*
```

## Properties
Max |F| ... 0.04582 Eh/bohr
LUMO level ... -0.51 eV
HOMO ... -0.356 Eh
ΔE to the lowest compared entry with this formula, charge and spin ... 77.3 kcal/mol
Calculated total energy ... -738.8815 Eh
Frontier orbital gap ... 9.18 eV

- Look up the calculated total energy of the second one.
  -286.5944 Eh

- Which of these has the highest LUMO level?
  C4H7NO